[1]
Formula: C96H212N12O16
Source: the OMol25 dataset
Level of theory: ωB97M-V/def2-TZVPD

Positions of all 336 atoms, in Å:
C1 6.070 3.729 -3.616
C2 5.184 4.536 -4.650
C3 6.003 5.602 -5.365
C4 4.594 3.559 -5.702
C5 3.490 2.567 -5.195
C6 2.390 3.435 -4.651
C7 2.867 4.483 -3.559
C8 1.757 5.490 -3.284
C9 3.201 3.719 -2.216
N1 4.046 5.203 -4.033
O1 4.445 6.210 -3.211
H1 6.339 4.342 -2.741
H2 5.450 2.911 -3.206
H3 6.972 3.369 -4.067
H4 6.785 5.334 -6.033
H5 5.378 6.205 -6.030
H6 6.391 6.316 -4.638
H7 4.118 4.222 -6.409
H8 5.494 3.170 -6.248
H9 3.099 1.994 -6.022
H10 3.946 1.802 -4.544
H11 1.586 2.880 -4.182
H12 2.008 4.098 -5.436
H13 1.946 6.017 -2.374
H14 0.717 5.070 -3.179
H15 1.721 6.287 -4.044
H16 2.375 3.551 -1.602
H17 3.786 4.421 -1.588
H18 3.791 2.809 -2.325
H19 4.758 5.881 -2.335
C10 5.558 -0.387 -2.526
C11 6.994 -0.832 -2.870
C12 7.153 -1.123 -4.387
C13 7.867 0.371 -2.576
C14 8.014 0.680 -1.144
C15 8.581 -0.553 -0.461
C16 7.621 -1.784 -0.626
C17 8.405 -2.936 -0.097
C18 6.296 -1.648 0.177
N2 7.464 -1.972 -2.103
O2 6.777 -3.176 -2.416
H20 4.979 -0.007 -3.359
H21 4.813 -1.190 -2.262
H22 5.576 0.378 -1.784
H23 6.763 -0.283 -4.949
H24 8.182 -1.094 -4.628
H25 6.701 -2.068 -4.666
H26 8.923 0.273 -2.930
H27 7.578 1.217 -3.186
H28 8.657 1.517 -0.899
H29 7.020 0.951 -0.687
H30 8.815 -0.355 0.591
H31 9.562 -0.685 -0.939
H32 9.474 -3.015 -0.416
H33 7.839 -3.815 -0.457
H34 8.421 -3.090 1.005
H35 5.735 -0.762 -0.102
H36 6.442 -1.606 1.232
H37 5.606 -2.508 0.020
H38 5.778 -3.040 -2.197
C19 -1.142 -4.183 5.332
C20 0.291 -4.793 5.634
C21 1.043 -3.793 6.563
C22 0.044 -6.099 6.495
C23 -0.548 -7.198 5.622
C24 0.494 -7.475 4.568
C25 0.741 -6.344 3.617
C26 1.992 -6.648 2.747
C27 -0.447 -6.000 2.693
N3 1.132 -5.157 4.482
O3 1.190 -4.012 3.541
H39 -1.727 -4.763 4.608
H40 -1.749 -4.074 6.239
H41 -1.067 -3.129 4.962
H42 1.986 -4.221 6.875
H43 1.250 -2.866 6.026
H44 0.418 -3.566 7.411
H45 1.048 -6.299 6.897
H46 -0.547 -5.747 7.362
H47 -0.611 -8.105 6.217
H48 -1.539 -7.021 5.138
H49 0.176 -8.377 4.006
H50 1.427 -7.766 5.053
H51 2.767 -7.093 3.361
H52 2.306 -5.711 2.240
H53 1.635 -7.338 1.987
H54 -0.535 -4.948 2.383
H55 -1.468 -6.270 3.175
H56 -0.313 -6.631 1.800
H57 2.074 -3.631 3.767
C28 -9.771 -3.024 -0.954
C29 -8.305 -2.539 -0.652
C30 -8.212 -2.473 0.901
C31 -7.364 -3.597 -1.390
C32 -5.820 -3.295 -1.292
C33 -5.549 -1.891 -1.872
C34 -6.504 -0.851 -1.343
C35 -6.076 -0.457 0.067
C36 -6.405 0.425 -2.168
N4 -7.967 -1.275 -1.305
O4 -8.838 -0.218 -0.911
H58 -10.486 -2.424 -0.400
H59 -9.983 -2.890 -1.971
H60 -9.890 -4.083 -0.765
H61 -7.224 -2.751 1.211
H62 -8.349 -1.445 1.210
H63 -8.995 -2.971 1.453
H64 -7.495 -4.565 -0.908
H65 -7.778 -3.617 -2.438
H66 -5.655 -3.193 -0.228
H67 -5.232 -4.163 -1.624
H68 -5.516 -2.035 -2.949
H69 -4.543 -1.524 -1.716
H70 -6.856 0.012 0.613
H71 -5.261 0.278 -0.041
H72 -5.682 -1.300 0.589
H73 -6.721 0.306 -3.204
H74 -5.368 0.778 -2.304
H75 -6.993 1.314 -1.813
H76 -8.643 0.029 0.037
C37 2.853 -5.063 -1.326
C38 1.996 -6.003 -2.192
C39 2.706 -7.376 -2.487
C40 0.695 -6.261 -1.420
C41 -0.398 -6.863 -2.270
C42 -0.679 -5.912 -3.478
C43 0.564 -5.622 -4.359
C44 0.929 -6.920 -5.187
C45 0.246 -4.428 -5.290
N5 1.653 -5.227 -3.419
O5 2.846 -4.995 -4.182
H77 2.495 -4.075 -1.559
H78 2.613 -5.319 -0.307
H79 3.895 -5.166 -1.664
H80 2.087 -7.961 -3.197
H81 3.706 -7.122 -2.928
H82 2.741 -7.921 -1.556
H83 1.041 -6.840 -0.553
H84 0.415 -5.278 -1.103
H85 -0.093 -7.888 -2.561
H86 -1.330 -7.034 -1.762
H87 -0.950 -4.903 -3.048
H88 -1.455 -6.341 -4.146
H89 2.029 -6.996 -5.248
H90 0.486 -6.907 -6.127
H91 0.526 -7.817 -4.764
H92 0.124 -3.530 -4.643
H93 -0.684 -4.676 -5.829
H94 1.111 -4.242 -5.954
H95 2.948 -4.037 -4.023
C46 -6.423 0.110 3.560
C47 -6.082 -1.155 4.460
C48 -7.399 -1.920 4.597
C49 -4.994 -2.011 3.801
C50 -3.653 -1.299 3.681
C51 -3.121 -0.956 5.070
C52 -4.119 -0.181 5.963
C53 -3.785 -0.490 7.483
C54 -4.119 1.322 5.648
N6 -5.514 -0.874 5.808
O6 -6.541 -0.144 6.567
H96 -5.539 0.608 3.124
H97 -7.154 -0.073 2.784
H98 -6.908 0.840 4.228
H99 -7.379 -2.719 5.381
H100 -8.177 -1.176 4.827
H101 -7.570 -2.257 3.615
H102 -4.902 -2.956 4.357
H103 -5.408 -2.342 2.817
H104 -3.008 -1.949 3.138
H105 -3.772 -0.387 3.023
H106 -2.258 -0.334 4.971
H107 -2.794 -1.773 5.717
H108 -4.417 0.120 8.096
H109 -2.758 -0.248 7.747
H110 -4.007 -1.538 7.661
H111 -4.811 1.892 6.237
H112 -4.404 1.484 4.606
H113 -3.125 1.757 5.726
H114 -6.938 -0.844 7.059
C55 -2.069 -0.408 0.573
C56 -0.825 -1.240 0.059
C57 -0.549 -2.458 0.906
C58 -1.166 -1.770 -1.419
C59 0.081 -2.215 -2.206
C60 1.095 -1.069 -2.137
C61 1.546 -0.595 -0.729
C62 2.340 -1.668 0.037
C63 2.426 0.660 -0.888
N7 0.278 -0.221 -0.092
O7 0.483 0.396 1.162
H115 -2.869 -1.095 0.819
H116 -1.750 0.229 1.425
H117 -2.507 0.232 -0.231
H118 0.159 -2.224 1.700
H119 -1.428 -2.934 1.374
H120 -0.048 -3.213 0.309
H121 -2.033 -2.452 -1.506
H122 -1.534 -0.927 -2.008
H123 0.490 -3.118 -1.787
H124 -0.177 -2.360 -3.227
H125 0.725 -0.269 -2.710
H126 2.032 -1.239 -2.726
H127 2.373 -1.384 1.108
H128 3.392 -1.719 -0.359
H129 2.025 -2.690 0.107
H130 3.376 0.368 -1.323
H131 2.738 1.061 0.093
H132 2.078 1.396 -1.643
H133 0.876 -0.311 1.654
C64 -2.852 2.652 -7.595
C65 -1.789 2.385 -6.500
C66 -0.336 2.963 -6.911
C67 -1.980 3.049 -5.188
C68 -3.133 2.467 -4.398
C69 -2.863 0.979 -4.112
C70 -2.497 0.210 -5.416
C71 -1.843 -1.097 -4.966
C72 -3.782 -0.075 -6.189
N8 -1.523 0.982 -6.178
O8 -1.359 0.198 -7.423
H134 -3.897 2.273 -7.431
H135 -2.888 3.744 -7.716
H136 -2.462 2.181 -8.513
H137 -0.080 2.606 -7.914
H138 -0.321 4.011 -6.890
H139 0.337 2.424 -6.256
H140 -1.016 2.962 -4.621
H141 -2.082 4.106 -5.403
H142 -3.414 2.946 -3.463
H143 -4.026 2.426 -5.031
H144 -3.728 0.494 -3.773
H145 -2.115 0.862 -3.323
H146 -2.497 -1.471 -4.155
H147 -0.884 -0.940 -4.461
H148 -1.760 -1.730 -5.805
H149 -4.396 0.834 -6.472
H150 -4.352 -0.820 -5.574
H151 -3.583 -0.544 -7.152
H152 -0.426 -0.148 -7.366
C73 -10.535 0.206 2.319
O9 -9.609 1.127 1.680
C74 -10.227 2.217 1.136
C75 -9.085 3.065 0.546
N9 -8.130 3.508 1.587
C76 -7.207 4.577 1.278
C77 -6.286 4.402 0.041
O10 -5.511 3.272 0.286
C78 -4.404 2.940 -0.445
H153 -10.902 -0.428 1.550
H154 -11.264 0.741 2.896
H155 -9.837 -0.323 2.963
H156 -10.783 2.829 1.851
H157 -10.946 1.917 0.399
H158 -9.477 4.032 0.202
H159 -8.507 2.597 -0.256
H160 -7.477 2.693 1.776
H161 -6.520 4.658 2.118
H162 -7.706 5.574 1.170
H163 -5.614 5.298 -0.078
H164 -6.906 4.351 -0.905
H165 -4.595 2.444 -1.378
H166 -3.914 2.180 0.121
H167 -3.674 3.722 -0.590
C79 4.684 -3.700 3.366
O11 3.773 -2.772 3.942
C80 4.081 -1.405 3.650
C81 3.135 -0.514 4.299
N10 1.762 -0.701 3.788
C82 0.720 -0.058 4.533
C83 0.831 1.424 4.449
O12 1.793 1.858 5.420
C84 1.866 3.309 5.385
H168 5.009 -3.417 2.428
H169 4.198 -4.675 3.235
H170 5.507 -3.748 4.104
H171 3.976 -1.226 2.546
H172 5.069 -1.276 4.085
H173 3.425 0.509 4.156
H174 3.084 -0.711 5.397
H175 1.659 -1.693 3.727
H176 0.698 -0.442 5.579
H177 -0.275 -0.452 4.158
H178 -0.119 1.948 4.619
H179 1.175 1.752 3.453
H180 2.688 3.560 6.113
H181 0.948 3.738 5.788
H182 1.993 3.627 4.356
C85 9.948 4.280 -0.286
O13 8.607 4.752 -0.611
C86 8.508 6.181 -0.490
C87 7.186 6.588 -1.093
N11 6.158 5.646 -0.584
C88 5.789 5.919 0.813
C89 4.847 4.887 1.400
O14 5.493 3.627 1.457
C90 4.787 2.764 2.287
H183 10.070 3.267 -0.681
H184 10.070 4.215 0.797
H185 10.611 4.955 -0.725
H186 9.378 6.691 -0.972
H187 8.547 6.444 0.564
H188 7.236 6.423 -2.156
H189 6.959 7.620 -0.949
H190 6.535 4.703 -0.606
H191 5.294 6.906 0.836
H192 6.674 5.962 1.499
H193 3.876 4.820 0.926
H194 4.686 5.260 2.442
H195 4.777 1.739 1.894
H196 3.751 3.032 2.466
H197 5.305 2.811 3.243
C91 1.514 8.267 5.471
O15 0.913 7.676 4.316
C92 -0.007 6.644 4.700
C93 -0.504 5.900 3.479
N12 0.700 5.431 2.758
C94 0.614 5.373 1.279
C95 -0.244 4.188 0.838
O16 -0.513 4.348 -0.655
C96 -0.863 3.069 -1.242
H198 1.979 7.457 6.073
H199 0.761 8.813 6.053
H200 2.228 8.938 5.051
H201 -0.821 7.142 5.213
H202 0.503 6.029 5.454
H203 -1.120 6.521 2.781
H204 -1.171 5.056 3.769
H205 1.409 6.119 2.897
H206 1.602 5.457 0.803
H207 0.071 6.225 0.872
H208 -1.251 4.428 1.140
H209 0.137 3.202 1.095
H210 -1.010 3.221 -2.331
H211 -1.778 2.648 -0.768
H212 0.013 2.372 -1.170

Cartesian forces (eV/Å) of the 2 atoms listed first:
C -1.5144 0.6598 0.3228
C 0.1073 -1.5522 0.3546

Properties
* total charge: 0
* ΔE to the lowest compared entry with this formula, charge and spin: 32.2 kcal/mol
* highest occupied orbital energy: -7.71 eV
* multiplicity: 1
* structure (SMILES): CC1(C)CCCC(C)(C)N1O.CC1(C)CCCC(C)(C)N1O.CC1(C)CCCC(C)(C)N1O.CC1(C)CCCC(C)(C)N1O.CC1(C)CCCC(C)(C)N1O.CC1(C)CCCC(C)(C)N1O.CC1(C)CCCC(C)(C)N1O.CC1(C)CCCC(C)(C)N1O.COCCNCCOC.COCCNCCOC.COCCNCCOC.COCCNCCOC
* Kohn-Sham gap: 0.299 Ha



[2]
Formula: C2H6NO3
Source: the OMol25 dataset
Level of theory: ωB97M-V/def2-TZVPD

Positions of all 12 atoms, in Å:
C1 -0.892 -0.216 -0.416
C2 0.759 -0.141 0.607
N1 -0.044 1.021 0.100
O1 -0.229 -1.054 0.432
O2 -2.223 -0.156 -0.124
O3 1.947 -0.250 -0.613
H1 -0.545 -0.434 -1.421
H2 1.492 -0.144 1.481
H3 0.408 1.506 -0.662
H4 -0.553 1.743 0.587
H5 -2.662 -0.946 0.302
H6 2.542 -0.928 -0.273

Cartesian forces (eV/Å) of the 2 atoms listed first:
C -2.7189 -0.2326 -0.1018
C 5.3946 -0.3518 -1.2181

Properties
* total charge: +1
* ΔE to the lowest compared entry with this formula, charge and spin: 70.2 kcal/mol
* highest occupied orbital energy: -16.15 eV
* multiplicity: 1
* Kohn-Sham gap: 0.465 Ha



[3]
Formula: C16H10BrF5SYb
Source: the OMol25 dataset
Level of theory: ωB97M-V/def2-TZVPD

Positions of all 34 atoms, in Å:
C1 -2.079 -0.667 -0.841
C2 -2.014 -1.178 0.489
C3 -2.133 -0.081 1.387
H1 -1.910 -2.224 0.778
C4 -2.263 1.106 0.615
C5 -2.249 0.745 -0.757
H2 -2.395 1.418 -1.598
H3 -2.046 -1.254 -1.758
H4 -2.165 -0.149 2.468
H5 -2.382 2.110 1.009
Yb1 0.323 -0.008 0.056
Br1 1.465 -0.962 -2.063
C6 2.568 0.797 -4.800
C7 1.467 1.591 -5.239
C8 0.469 0.709 -5.764
H6 1.407 2.676 -5.202
C9 0.957 -0.627 -5.647
C10 2.256 -0.576 -5.056
H7 2.878 -1.431 -4.809
H8 3.476 1.160 -4.326
H9 -0.482 1.006 -6.201
H10 0.434 -1.533 -5.945
F1 0.024 1.194 6.798
C11 0.209 0.506 5.663
C12 0.706 1.153 4.522
F2 0.988 2.475 4.545
C13 0.867 0.423 3.358
F3 1.023 1.139 2.155
C14 0.682 -0.973 3.282
S1 1.103 -1.892 1.908
C15 0.078 -1.558 4.424
F4 -0.409 -2.810 4.302
C16 -0.134 -0.846 5.593
F5 -0.719 -1.436 6.655

Cartesian forces (eV/Å) of the 2 atoms listed first:
C 0.0951 0.0003 0.2788
C 0.0648 0.2339 -0.1291

Properties
* total charge: -1
* highest occupied orbital energy (alpha / beta): -2.48 / -2.47 eV
* multiplicity: 2
* Kohn-Sham gap (alpha / beta): 0.141 / 0.120 Ha
* ⟨S²⟩: 0.75



[4]
Formula: C8H14N2O4
Source: the OMol25 dataset
Level of theory: ωB97M-V/def2-TZVPD

Positions of all 28 atoms, in Å:
N1 -2.944 -1.136 -1.027
C1 -2.038 -0.003 -0.428
C2 -2.129 0.074 1.099
O1 -3.632 -0.248 1.553
C3 -0.610 -0.646 -0.521
O2 -0.410 -1.697 -0.940
N2 0.514 -0.042 0.282
C4 0.327 1.489 0.506
C5 1.460 2.100 -0.196
C6 2.631 1.112 -0.423
C7 1.898 -0.353 -0.289
C8 2.541 -1.572 0.492
O3 3.728 -1.380 0.874
O4 1.689 -2.690 0.583
H1 -2.272 -1.950 -1.439
H2 -3.404 -0.687 -1.869
H3 -2.338 0.768 -1.269
H4 -1.386 -0.962 1.477
H5 -1.591 0.983 1.566
H6 -4.225 -1.252 1.236
H7 -0.759 1.566 0.129
H8 0.462 1.674 1.652
H9 1.197 2.627 -1.099
H10 1.924 2.896 0.495
H11 3.218 1.348 -1.293
H12 3.606 1.281 0.224
H13 1.579 -0.709 -1.352
H14 0.966 -2.590 -0.022

Cartesian forces (eV/Å) of the 2 atoms listed first:
N 1.6477 -0.4512 -1.4520
C -0.6515 -2.2811 -3.1273

Properties
* total charge: 0
* ΔE to the lowest compared entry with this formula, charge and spin: 166.4 kcal/mol
* highest occupied orbital energy: -9.59 eV
* multiplicity: 1
* structure (SMILES): N[C@@H](CO)C(=O)N1CCC[C@H]1C(=O)O
* Kohn-Sham gap: 0.365 Ha



[5]
Formula: C30H36N4Tl
Source: the OMol25 dataset
Level of theory: ωB97M-V/def2-TZVPD

Positions of all 71 atoms, in Å:
Tl1 -0.766 0.131 0.610
N1 -0.681 -2.286 2.563
N2 0.109 -2.618 -0.669
C1 1.815 1.917 0.635
C2 2.636 0.791 0.938
C3 2.348 0.375 2.267
C4 2.919 -0.805 2.960
H1 3.574 -1.382 2.295
H2 2.135 -1.485 3.322
H3 3.519 -0.499 3.832
C5 1.358 1.245 2.800
C6 0.689 1.101 4.118
H4 1.217 1.683 4.893
H5 0.668 0.053 4.452
H6 -0.349 1.465 4.101
C7 1.048 2.223 1.803
C8 0.019 3.291 1.920
H7 -0.843 2.986 2.532
H8 -0.359 3.610 0.938
H9 0.440 4.191 2.401
C9 3.557 0.097 0.008
H10 4.513 -0.133 0.505
H11 3.771 0.701 -0.883
H12 3.139 -0.863 -0.349
C10 1.685 2.583 -0.686
H13 0.645 2.594 -1.058
H14 2.288 2.085 -1.456
H15 2.010 3.635 -0.630
C11 -1.555 -2.471 3.558
H16 -1.609 -1.680 4.318
C12 -2.373 -3.611 3.655
H17 -3.027 -3.715 4.521
C13 -2.294 -4.589 2.654
H18 -2.917 -5.486 2.709
C14 -1.395 -4.419 1.612
H19 -1.275 -5.132 0.792
C15 -0.584 -3.243 1.603
C16 0.420 -2.953 0.630
H20 1.332 -2.470 0.997
C17 0.237 -1.292 -1.063
C18 -0.279 -3.413 -1.776
H21 -0.371 -4.477 -1.683
C19 -0.441 -2.580 -2.813
H22 -0.743 -2.768 -3.830
N3 -0.207 -1.274 -2.358
C20 -0.150 -0.069 -3.139
C21 1.078 0.289 -3.716
C22 1.123 1.438 -4.507
H23 2.058 1.695 -5.008
C23 -0.003 2.245 -4.664
C24 0.036 3.459 -5.537
H24 0.001 4.370 -4.926
H25 -0.827 3.480 -6.215
H26 0.957 3.471 -6.128
C25 -1.181 1.922 -3.991
H27 -2.057 2.565 -4.084
C26 -1.268 0.772 -3.202
C27 -2.537 0.457 -2.475
H28 -2.941 -0.523 -2.765
H29 -3.273 1.223 -2.745
H30 -2.454 0.490 -1.376
C28 2.308 -0.539 -3.534
H31 2.375 -1.333 -4.292
H32 2.373 -1.005 -2.543
H33 3.190 0.103 -3.665
C29 -4.319 0.787 3.923
C30 -3.785 0.616 2.584
N4 -3.377 0.482 1.502
H34 -4.853 1.746 4.001
H35 -3.490 0.785 4.649
H36 -5.007 -0.037 4.163

Cartesian forces (eV/Å) of the 2 atoms listed first:
Tl 1.3642 0.6020 1.0270
N -0.8834 -0.1264 1.2642

Properties
* total charge: -1
* highest occupied orbital energy: -2.52 eV
* multiplicity: 1
* Kohn-Sham gap: 0.181 Ha



[6]
Formula: C2H5NS2
Source: the OMol25 dataset
Level of theory: ωB97M-V/def2-TZVPD

Positions of all 10 atoms, in Å:
C1 1.187 0.987 -0.014
C2 0.500 -0.247 -0.462
S1 -1.173 -0.471 -0.322
N1 -1.276 -1.967 0.144
S2 -1.955 1.054 0.624
H1 2.196 0.729 0.343
H2 0.497 1.280 0.792
H3 1.324 1.900 -0.682
H4 0.869 -1.062 -0.924
H5 -2.169 -2.202 0.500

Cartesian forces (eV/Å) of the 2 atoms listed first:
C -0.2259 0.5136 -0.1368
C -1.3580 2.6636 0.2045

Properties
* total charge: 0
* ΔE to the lowest compared entry with this formula, charge and spin: 96.8 kcal/mol
* highest occupied orbital energy (alpha / beta): -8.88 / -8.62 eV
* multiplicity: 1
* structure (SMILES): CC=S(=N)=S
* Kohn-Sham gap (alpha / beta): 0.266 / 0.274 Ha



[7]
Formula: C2H3O3S
Source: the OMol25 dataset
Level of theory: ωB97M-V/def2-TZVPD

Positions of all 9 atoms, in Å:
C1 -0.762 1.026 1.197
C2 -0.751 1.099 2.411
O1 0.743 2.394 -1.977
O2 -0.543 1.021 -0.013
O3 1.590 0.251 -1.081
S1 1.149 1.612 -0.793
H1 -0.403 -4.068 -1.667
H2 -1.235 1.171 3.386
H3 0.212 -4.506 -1.464

Cartesian forces (eV/Å) of the 2 atoms listed first:
C 0.1603 0.1139 -0.2638
C -0.9039 0.0294 2.2939

Properties
* total charge: -1
* ΔE to the lowest compared entry with this formula, charge and spin: 57.6 kcal/mol
* highest occupied orbital energy (alpha / beta): -0.91 / -4.59 eV
* multiplicity: 3
* Kohn-Sham gap (alpha / beta): 0.186 / 0.223 Ha
* ⟨S²⟩: 2.01



The evaluated calculated total energy for the records listed, in turn: -5645.20292, -359.92461, -5245.93522, -723.48656, -1556.17637, -930.18521, -701.72076 Eh.